This record from the OMol25 dataset describes 2 unconnected molecules or ions with the total composition C22H21N2O. The level of theory is the ωB97M-V functional and the def2-TZVPD basis.

Atoms and positions in Å:
C (-1.48003, -1.31519, 1.41524)
N (-0.84621, -0.10410, 1.90149)
C (-1.24614, 1.21957, 1.51912)
N (0.40555, -0.24046, 2.46081)
C (1.56084, 0.05534, 1.71360)
O (1.57390, 0.10046, 0.49760)
H (-1.98241, -1.14664, 0.44610)
H (-0.72929, -2.10726, 1.32145)
H (-2.22466, -1.65000, 2.15601)
H (-1.89589, 1.18582, 0.62512)
H (-1.79391, 1.67581, 2.36094)
H (-0.37129, 1.85827, 1.33644)
H (0.44046, 0.02622, 3.44673)
H (2.40858, 0.18527, 2.39945)
C (-2.41164, 0.57081, 4.65338)
C (-1.83757, 1.89706, 4.78697)
C (-0.45522, 2.11922, 4.97455)
C (0.04290, 3.41522, 5.07739)
C (-0.83317, 4.50405, 5.12484)
C (-2.21219, 4.29465, 5.05282)
C (-2.70110, 3.00718, 4.89820)
C (-3.69521, 0.25873, 4.05046)
C (-4.02182, -1.10942, 4.37185)
C (-5.30274, -1.58820, 4.13440)
C (-6.21480, -0.79278, 3.42241)
C (-5.91248, 0.54546, 3.13346)
C (-4.66574, 1.08135, 3.47887)
C (-2.93628, -1.64790, 5.18734)
C (-1.96215, -0.59956, 5.36446)
C (-1.00318, -0.70448, 6.37381)
C (-0.85744, -1.92237, 7.04702)
C (-1.77417, -2.96598, 6.83380)
C (-2.87101, -2.78999, 5.97384)
H (0.21508, 1.26541, 5.03261)
H (1.11793, 3.55800, 5.18474)
H (-0.43904, 5.50280, 5.26594)
H (-2.90791, 5.12496, 5.16340)
H (-3.77302, 2.85179, 4.90508)
H (-5.59858, -2.54908, 4.54463)
H (-7.18125, -1.19314, 3.12210)
H (-6.66807, 1.19724, 2.68149)
H (-4.46402, 2.13349, 3.28926)
H (-0.38907, 0.15882, 6.63341)
H (-0.05066, -2.04317, 7.77662)
H (-1.65192, -3.89997, 7.37794)
H (-3.68515, -3.51284, 5.93306)

As for the multiplicity: 1. The energy above the lowest of the compared OMol25 structures with the same formula, charge and spin comes out at 183.8 kJ/mol. The net charge is +1. The LUMO energy comes out at -6.1 eV. Its HOMO-LUMO gap is 5.08 eV. The HOMO energy is -11.156 eV.

---

This record from the OMol25 dataset describes 2 unconnected molecules or ions with the total composition C6H11NS. The level of theory is the ωB97M-V functional and the def2-TZVPD basis.

Atoms and positions in Å:
C (2.58250, 0.68544, 0.33823)
C (-1.90109, -1.73274, 0.25547)
C (1.33563, 0.31961, 0.60557)
C (0.78012, -1.01131, -1.52837)
C (-1.40564, 1.74777, 0.84166)
C (0.27920, -0.19205, -0.34140)
N (-0.77256, -1.60673, 0.69224)
S (-0.96091, 1.06444, -0.80479)
H (3.18520, 1.08904, 1.05444)
H (2.82694, 0.62328, -0.68176)
H (-2.57726, -2.51224, 0.71869)
H (-2.36686, -1.13668, -0.42680)
H (1.04113, 0.49078, 1.61782)
H (1.20226, -1.98125, -1.32614)
H (1.53145, -0.26089, -1.87834)
H (0.13675, -1.25665, -2.39426)
H (-1.61905, 0.88154, 1.50427)
H (-2.43755, 2.24501, 0.65623)
H (-0.86025, 2.54363, 1.09723)

As for the multiplicity: 1. The energy above the lowest of the compared OMol25 structures with the same formula, charge and spin comes out at 372.5 kJ/mol. The LUMO energy (alpha / beta) comes out at 0.8 / 0.8 eV. Its HOMO-LUMO gap (alpha / beta) is 9.02 / 9.01 eV. The HOMO energy (alpha / beta) is -8.215 / -8.215 eV.

---

This record from the OMol25 dataset describes a single C23H29N3O4S molecule. The level of theory is the ωB97M-V functional and the def2-TZVPD basis.

Atoms and positions in Å:
C (6.78688, 1.80678, 0.06733)
C (5.36990, 2.03090, 0.57977)
C (4.42583, 0.86480, 0.25694)
C (4.74986, -0.39314, 1.05653)
N (3.05479, 1.26528, 0.52101)
C (2.13591, 1.44232, -0.44788)
O (2.38482, 1.26286, -1.62980)
C (0.76198, 1.82781, -0.00743)
C (-0.09391, 2.33964, -0.97896)
C (-1.41995, 2.59398, -0.69278)
C (-1.92855, 2.32750, 0.57140)
C (-3.40250, 2.44451, 0.85871)
N (-3.99665, 1.17554, 1.22219)
S (-4.20299, 0.04611, 0.00726)
O (-4.77492, 0.73545, -1.10920)
O (-4.91675, -1.03667, 0.61555)
C (-2.56949, -0.53969, -0.43506)
C (-2.05385, -0.23766, -1.67908)
C (-0.78329, -0.66346, -2.03862)
C (-0.06627, -1.39716, -1.10895)
C (-0.60557, -1.72692, 0.14492)
C (-1.86530, -1.29832, 0.48971)
C (0.39239, -2.57050, 0.88576)
C (0.80980, -1.99729, 2.23852)
C (-0.10469, -4.01278, 1.04222)
C (1.58488, -2.56464, -0.07801)
O (2.67635, -3.04757, 0.11747)
N (1.20949, -1.91265, -1.21942)
C (2.07511, -1.73619, -2.35692)
C (-1.06270, 1.86651, 1.55694)
C (0.26753, 1.62258, 1.27662)
H (6.77603, 1.61338, -1.00252)
H (7.39383, 2.69025, 0.25042)
H (7.25695, 0.96408, 0.56677)
H (5.39104, 2.18936, 1.66141)
H (4.96417, 2.93332, 0.11589)
H (4.47132, 0.64808, -0.81492)
H (4.67994, -0.19354, 2.12478)
H (5.75690, -0.73058, 0.83362)
H (4.06319, -1.19717, 0.80366)
H (2.83609, 1.50852, 1.47325)
H (0.30217, 2.50827, -1.96876)
H (-2.07616, 2.97586, -1.46005)
H (-3.94090, 2.77243, -0.03179)
H (-3.58934, 3.15409, 1.67139)
H (-3.62597, 0.75228, 2.05795)
H (-2.66657, 0.33296, -2.35812)
H (-0.36694, -0.42097, -3.00209)
H (-2.32143, -1.54569, 1.43532)
H (1.62237, -2.59353, 2.64711)
H (1.15555, -0.97377, 2.12039)
H (-0.02758, -2.01170, 2.93164)
H (-0.94742, -4.04527, 1.72822)
H (0.69826, -4.63496, 1.43049)
H (-0.42346, -4.41210, 0.08184)
H (3.00174, -2.26779, -2.14522)
H (1.61087, -2.15100, -3.25256)
H (2.28611, -0.67554, -2.50671)
H (-1.43764, 1.68315, 2.55446)
H (0.90057, 1.24648, 2.06721)

As for the multiplicity: 1. The energy above the lowest of the compared OMol25 structures with the same formula, charge and spin comes out at 0.0 kJ/mol. The LUMO energy comes out at 0.2 eV. Its HOMO-LUMO gap is 8.71 eV. As for the SMILES: CC[C@@H](C)NC(=O)c1ccc(CNS(=O)(=O)c2ccc3c(c2)C(C)(C)C(=O)N3C)cc1. The HOMO energy is -8.508 eV.

---

This record from the OMol25 dataset describes 2 unconnected molecules or ions with the total composition C2H10N2S. The level of theory is the ωB97M-V functional and the def2-TZVPD basis.

Atoms and positions in Å:
N (0.82428, -0.45848, 0.81414)
C (-0.04580, 0.01620, -0.27296)
C (-1.13642, 0.95570, 0.20164)
N (-2.11504, 1.15803, -0.84891)
H (1.16027, 0.29984, 1.39878)
H (0.31538, -1.10733, 1.40674)
H (0.56362, 0.48534, -1.03294)
H (-0.50025, -0.87197, -0.71036)
H (-1.61785, 0.53221, 1.09218)
H (-0.66105, 1.89806, 0.50658)
H (-2.90245, 1.69976, -0.52289)
H (-1.70350, 1.63589, -1.63805)
S (2.72142, -2.16858, -0.75856)
H (3.08614, -2.87866, 0.31911)
H (2.01125, -1.19600, 0.04549)

As for the multiplicity: 1. The energy above the lowest of the compared OMol25 structures with the same formula, charge and spin comes out at 47.0 kJ/mol. The LUMO energy comes out at 0.8 eV. Its HOMO-LUMO gap is 9.33 eV. As for the SMILES: NCCN.S. The HOMO energy is -8.525 eV.

---

This record from the OMol25 dataset describes 12 unconnected molecules or ions with the total composition C54H90N2O30. The level of theory is the ωB97M-V functional and the def2-TZVPD basis.

Atoms and positions in Å:
O (-30.98923, -16.01607, 11.36644)
C (-31.96004, -16.38120, 11.98084)
C (-32.83617, -15.48840, 12.71496)
C (-33.89298, -15.94604, 13.38280)
O (-34.58088, -15.15553, 14.18720)
C (-34.23274, -17.41141, 13.47067)
O (-35.09176, -17.74824, 14.25424)
C (-33.42248, -18.30704, 12.67537)
C (-32.36219, -17.84618, 11.98372)
O (-31.64307, -18.65439, 11.23368)
H (-32.66866, -14.42173, 12.78129)
H (-35.25979, -15.70131, 14.62575)
H (-33.71183, -19.34068, 12.53585)
H (-30.84858, -18.23201, 10.81568)
O (-28.36653, -17.73895, 13.17024)
C (-27.41238, -17.00517, 13.31641)
C (-26.70969, -16.83761, 14.56849)
C (-25.61002, -16.11084, 14.63850)
O (-24.93242, -15.95227, 15.75598)
C (-25.01165, -15.41270, 13.44247)
O (-23.94649, -14.86111, 13.59020)
C (-25.75114, -15.50286, 12.21214)
C (-26.84569, -16.25637, 12.13415)
O (-27.56901, -16.31883, 11.02368)
H (-27.03803, -17.32131, 15.48105)
H (-24.16882, -15.38246, 15.51921)
H (-25.40588, -14.95872, 11.34085)
H (-28.35879, -16.87968, 11.20848)
O (-21.30192, -14.69400, 14.63268)
C (-21.29303, -13.49985, 14.79922)
C (-22.15426, -12.78052, 15.72992)
C (-21.96770, -11.49810, 15.99318)
O (-22.69651, -10.85812, 16.92026)
C (-20.98784, -10.65288, 15.22746)
O (-20.95212, -9.45956, 15.40946)
C (-20.13972, -11.35582, 14.26974)
C (-20.30366, -12.65707, 14.04420)
O (-19.58947, -13.31964, 13.14392)
H (-22.88981, -13.38004, 16.25356)
H (-22.46463, -9.91307, 16.88353)
H (-19.46595, -10.78798, 13.64148)
H (-19.89714, -14.24147, 13.11315)
O (-24.57183, -12.67586, 19.08230)
C (-23.58824, -13.38011, 19.01304)
C (-23.48097, -14.57258, 18.17781)
C (-22.32901, -15.23027, 18.03235)
O (-22.21045, -16.29994, 17.24857)
C (-21.09023, -14.85743, 18.80764)
O (-20.11937, -15.57858, 18.73782)
C (-21.15854, -13.62256, 19.56867)
C (-22.31650, -12.94342, 19.69782)
O (-22.42072, -11.87682, 20.49497)
H (-24.33223, -14.84168, 17.56144)
H (-21.25875, -16.50606, 17.19363)
H (-20.33081, -13.27197, 20.17452)
H (-23.36022, -11.65660, 20.60246)
C (-27.45365, -21.12752, 8.43354)
N (-28.12791, -20.31357, 9.43291)
C (-28.07251, -20.77940, 10.81655)
C (-28.62967, -19.11402, 9.14038)
O (-29.24064, -18.42067, 9.94435)
H (-27.72457, -20.80990, 7.43049)
H (-27.73714, -22.16760, 8.59686)
H (-26.36370, -21.06863, 8.51044)
H (-28.04667, -19.91389, 11.47324)
H (-28.87240, -21.48174, 11.02974)
H (-27.09909, -21.26832, 10.91838)
H (-28.41894, -18.75868, 8.12281)
C (-25.31198, -17.89454, 9.54043)
N (-24.77661, -18.86488, 8.59768)
C (-23.99016, -19.98795, 9.10352)
C (-25.39246, -18.95279, 7.39738)
O (-25.29798, -19.83499, 6.56530)
H (-24.50990, -17.68990, 10.26553)
H (-26.15559, -18.27182, 10.12579)
H (-25.48671, -16.92248, 9.09045)
H (-23.03169, -19.64728, 9.49766)
H (-24.57766, -20.53424, 9.84824)
H (-23.74442, -20.64892, 8.27500)
H (-26.07542, -18.11218, 7.19014)
C (-31.63155, -15.98752, 17.77386)
O (-30.38358, -15.82465, 17.15238)
C (-29.88734, -17.03733, 16.64120)
C (-28.94116, -17.72694, 17.59062)
O (-27.72184, -17.03807, 17.70764)
C (-26.77244, -17.70823, 18.48972)
H (-31.92707, -15.07178, 18.27302)
H (-31.62210, -16.81555, 18.49846)
H (-32.39323, -16.28099, 17.03534)
H (-29.39849, -16.86591, 15.67744)
H (-30.72750, -17.71826, 16.44650)
H (-28.75352, -18.76552, 17.25761)
H (-29.41506, -17.86060, 18.57851)
H (-27.15774, -18.03525, 19.46373)
H (-25.97513, -16.98988, 18.67669)
H (-26.37073, -18.58333, 17.95881)
C (-22.54909, -18.94905, 14.91725)
O (-23.37403, -19.90968, 14.29048)
C (-24.64106, -19.36486, 13.96054)
C (-25.41842, -20.31885, 13.08042)
O (-26.10201, -21.36033, 13.72672)
C (-25.24569, -22.25353, 14.40681)
H (-21.74587, -19.43386, 15.46784)
H (-23.10369, -18.30956, 15.61485)
H (-22.10120, -18.29838, 14.15075)
H (-24.55267, -18.46716, 13.31903)
H (-25.12997, -19.09943, 14.90495)
H (-24.70380, -20.75385, 12.36319)
H (-26.13603, -19.73140, 12.50463)
H (-24.28903, -22.37320, 13.89176)
H (-25.73809, -23.22555, 14.45961)
H (-25.04776, -21.91791, 15.42863)
C (-24.53485, -11.75607, 13.50765)
O (-24.73146, -11.35077, 12.15577)
C (-25.04657, -12.41624, 11.32116)
C (-23.90358, -13.32547, 10.98278)
O (-23.02455, -12.61822, 10.09893)
C (-21.77049, -13.23864, 9.96270)
H (-25.42262, -11.43298, 14.05428)
H (-23.69348, -11.17919, 13.89775)
H (-24.27174, -12.80836, 13.59476)
H (-25.54354, -12.08315, 10.40679)
H (-25.84247, -13.01740, 11.80700)
H (-24.28788, -14.19218, 10.42018)
H (-23.33544, -13.61897, 11.87246)
H (-21.10452, -13.02552, 10.80876)
H (-21.32044, -12.94605, 9.02023)
H (-21.90579, -14.33681, 9.95466)
C (-29.42016, -20.41117, 14.42420)
O (-30.24121, -21.58248, 14.51434)
C (-29.52770, -22.78687, 14.66684)
C (-29.50469, -23.24663, 16.11886)
O (-28.94287, -22.34670, 17.04062)
C (-27.53876, -22.26735, 16.97569)
H (-29.05627, -20.27665, 13.40426)
H (-28.52977, -20.48459, 15.05773)
H (-30.02867, -19.59483, 14.80360)
H (-28.51056, -22.72408, 14.26083)
H (-30.12612, -23.50530, 14.09794)
H (-29.04074, -24.24885, 16.17940)
H (-30.53474, -23.47267, 16.41430)
H (-27.03755, -23.24029, 17.03592)
H (-27.22136, -21.74240, 17.88414)
H (-27.18292, -21.65145, 16.14697)
C (-26.41655, -12.01372, 15.78704)
O (-26.63048, -13.22173, 15.08238)
C (-28.01606, -13.46382, 14.82166)
C (-28.35285, -13.14294, 13.38540)
O (-28.01395, -11.80713, 13.10874)
C (-28.26553, -11.49075, 11.75758)
H (-26.83471, -11.16172, 15.25109)
H (-25.33702, -11.91761, 15.92113)
H (-26.82492, -12.07813, 16.80411)
H (-28.64885, -12.89261, 15.50528)
H (-28.14204, -14.53294, 15.00915)
H (-29.43117, -13.28782, 13.24663)
H (-27.81822, -13.80480, 12.69564)
H (-27.99889, -10.44745, 11.59940)
H (-29.34680, -11.52949, 11.52452)
H (-27.77496, -12.18966, 11.07110)
C (-30.03742, -16.15298, 6.91659)
O (-28.66751, -15.96277, 6.73465)
C (-28.06398, -15.36567, 7.84115)
C (-26.73873, -14.76691, 7.49941)
O (-25.82384, -15.74078, 7.07779)
C (-24.55409, -15.22904, 6.74783)
H (-30.48766, -16.50306, 5.99305)
H (-30.56060, -15.23848, 7.24369)
H (-30.25678, -16.87321, 7.72458)
H (-27.90750, -16.03277, 8.70030)
H (-28.66338, -14.51936, 8.21949)
H (-26.36825, -14.16440, 8.35093)
H (-26.83220, -13.99115, 6.71585)
H (-24.63369, -14.20970, 6.35727)
H (-24.10824, -15.89135, 6.01041)
H (-23.91034, -15.19637, 7.63832)

As for the multiplicity: 1. The LUMO energy comes out at -1.7 eV. Its HOMO-LUMO gap is 7.59 eV. As for the SMILES: O=C1C=C(O)C(=O)C=C1O.O=C1C=C(O)C(=O)C=C1O.O=C1C=C(O)C(=O)C=C1O.O=C1C=C(O)C(=O)C=C1O.CN(C)C=O.CN(C)C=O.COCCOC.COCCOC.COCCOC.COCCOC.COCCOC.COCCOC. The HOMO energy is -9.260 eV.

---

The following molar mass values (in u) correspond, in order, to the records above: 329.42; 129.23; 443.57; 94.18; 1247.30.
The following DFT total energy values (in a.u.) correspond, in order, to the records above: -1035.3776; -688.0073; -1757.3239; -589.8689; -4478.0287.
The following max |F| values (in eV/Å) correspond, in order, to the records above: 1.68; 5.84; 0.92; 1.12; 1.76.